Below is C16H10ClF6N2OPRh as an isolated structure, with properties calculated with ωB97M-V/def2-TZVPD.

Geometry as ORCA input:
```
! RIJCOSX wB97M-V def2-TZVPD def2/J DEFGRID3
* xyz 2 2
Rh 0.51775 -1.60847 0.11072
Cl 3.76196 1.56065 -5.36870
C 3.23239 0.53315 -4.15579
C 4.00327 -0.59967 -3.79520
C 3.56452 -1.42146 -2.80991
C 2.33471 -1.15333 -2.10919
O 1.99369 -1.94661 -1.18873
C 1.54089 -0.00119 -2.49776
C 0.26459 0.34219 -1.91405
N -0.34657 -0.25042 -0.94882
C -1.59299 0.18884 -0.38592
C -2.45279 1.09439 -0.95047
C -3.62189 1.45959 -0.25656
C -3.91436 0.92167 0.96861
C -3.04998 -0.02985 1.55688
C -3.27175 -0.64713 2.81114
C -2.37738 -1.56614 3.28946
C -1.24560 -1.88176 2.52751
N -1.02147 -1.32412 1.35234
C -1.89420 -0.39654 0.85714
C 2.00639 0.80944 -3.50762
H 4.93422 -0.79033 -4.31208
H 4.12472 -2.29383 -2.50088
H -0.23284 1.20560 -2.34595
H -2.26845 1.53197 -1.92238
H -4.29274 2.17582 -0.70925
H -4.81441 1.21236 1.49443
H -4.15137 -0.38398 3.38530
H -2.51838 -2.05257 4.24334
H -0.51200 -2.59240 2.88807
H 1.44159 1.67535 -3.83002
F 1.57245 -0.29188 0.89085
P 1.40181 1.07685 3.15823
F 1.28433 1.84347 4.46796
F 1.74346 2.18983 2.11222
F -0.10141 1.16114 2.63753
F 1.05322 -0.40406 3.60974
F 2.90465 0.65344 3.14784
*
```

As for the energy above the lowest of the compared OMol25 structures with the same formula, charge and spin: 0.0 kcal per mole. The expectation value of S² is 0.777. The frontier orbital gap (alpha / beta) is 0.243 / 0.207 hartree. The calculation puts the HOMO energy (alpha / beta) at -15.460 / -15.566 eV.

Below is C16H10F15FeN4OS3Te as an isolated structure, with properties calculated with ωB97M-V/def2-TZVPD.

Geometry as ORCA input:
```
! RIJCOSX wB97M-V def2-TZVPD def2/J DEFGRID3
* xyz -1 1
Fe -1.28952 -0.36527 -0.05059
N -2.00993 -1.32813 1.63974
N -2.67725 -2.50444 1.25648
C -2.37307 -3.09181 0.09868
N -3.17468 -4.10927 -0.28646
S -1.01550 -2.68129 -0.81855
H -1.43773 -1.51970 2.45648
H -2.73282 -0.59364 1.85310
H -3.58223 -2.65387 1.67994
H -4.08998 -4.20832 0.12055
H -3.05382 -4.42352 -1.23272
C -2.63188 2.43589 -4.44386
C -2.16079 2.73612 -3.02179
C -1.55602 1.57885 -2.38434
N -1.07625 0.66268 -1.89018
H -3.13015 3.31315 -4.85332
H -3.33951 1.60813 -4.44661
H -1.79757 2.17702 -5.09615
H -2.97606 3.05658 -2.37209
H -1.42694 3.54263 -2.98825
F 5.09163 0.92054 5.57723
C 4.26295 0.34248 4.70821
C 3.01702 -0.09290 5.12452
F 2.65060 0.06897 6.39697
C 2.16129 -0.69004 4.21439
F 0.96901 -1.09517 4.64792
C 2.52835 -0.87447 2.88593
S 1.43024 -1.66957 1.75458
C 3.79130 -0.43697 2.49853
F 4.19461 -0.59153 1.23640
C 4.65390 0.17308 3.38968
F 5.85872 0.59077 2.99782
F -4.04034 0.43478 1.99999
Te -3.35000 1.99465 0.67472
F -4.85686 3.46063 0.50739
F -2.32560 3.48308 -0.15700
F -3.10794 -0.54835 -0.60139
F -3.14888 2.86466 2.33302
O -1.62396 1.22828 0.93104
F 3.72244 -0.30031 -4.63674
C 3.11109 -0.28754 -3.45149
C 2.49922 0.86763 -2.99508
F 2.52598 1.97524 -3.74002
C 1.87693 0.86133 -1.76285
F 1.31051 1.99037 -1.33604
C 1.82146 -0.27985 -0.96322
S 0.91011 -0.05368 0.54806
C 2.43242 -1.42482 -1.44640
F 2.42244 -2.56867 -0.76884
C 3.07948 -1.42851 -2.67326
F 3.66360 -2.54590 -3.11417
*
```

The frontier orbital gap (alpha / beta) is 0.227 / 0.226 hartree. The calculation puts the HOMO energy (alpha / beta) at -4.503 / -4.500 eV.

Below is C16H11BF4N3O5Pd as an isolated structure, with properties calculated with ωB97M-V/def2-TZVPD.

Geometry as ORCA input:
```
! RIJCOSX wB97M-V def2-TZVPD def2/J DEFGRID3
* xyz 1 1
Pd 0.11900 -0.11048 0.10015
O -0.17146 0.69210 -1.71006
C -1.09904 0.65480 -2.52900
C -0.96250 1.43394 -3.74741
C -1.94957 1.44154 -4.66163
C -3.13824 0.66403 -4.44881
C -3.32311 -0.10116 -3.33692
C -2.33968 -0.15388 -2.32562
C -2.47984 -0.96375 -1.20127
N -1.61113 -1.10848 -0.16320
C -2.11711 -1.97789 0.70312
C -3.35977 -2.41615 0.20961
N -3.55881 -1.78930 -0.94518
H -0.05090 2.00762 -3.83942
H -1.86642 2.03136 -5.56350
H -3.91194 0.68784 -5.20485
H -4.23783 -0.66935 -3.24476
H -1.60739 -2.25602 1.61521
H -4.06204 -3.11792 0.62893
H -4.37097 -1.90216 -1.53268
F 0.36392 -1.04358 1.77078
B 0.55549 -2.03058 3.46138
F 0.52295 -0.98951 4.27376
F 1.69593 -2.63432 3.17627
F -0.58901 -2.73343 3.29214
O 1.00045 2.64225 -0.65379
C 1.87937 2.05417 -0.03633
O 1.73013 0.86476 0.49278
C 3.22381 2.65948 0.21222
C 3.47847 3.93043 -0.29660
C 4.70959 4.52487 -0.08839
C 5.66235 3.82634 0.63192
C 5.43245 2.56478 1.15122
C 4.19787 1.97766 0.93629
N 6.98039 4.45511 0.85601
O 7.15134 5.56318 0.39491
O 7.79347 3.82383 1.49550
H 2.70356 4.44151 -0.84990
H 4.94066 5.50855 -0.46823
H 6.21033 2.06543 1.70878
H 3.98535 0.99452 1.33053
*
```

As for the energy above the lowest of the compared OMol25 structures with the same formula, charge and spin: 11.9 kcal per mole. The frontier orbital gap (alpha / beta) is 0.134 / 0.137 hartree. The calculation puts the HOMO energy (alpha / beta) at -11.821 / -11.820 eV.

Below is a 9-piece molecular cluster, C16H11Cl32F9O2S overall, with properties calculated with ωB97M-V/def2-TZVPD.

Geometry as ORCA input:
```
! RIJCOSX wB97M-V def2-TZVPD def2/J DEFGRID3
* xyz 0 1
O 2.06839 -2.32920 5.91659
C 1.88624 -1.94448 4.79863
O 2.82675 -1.30473 4.08996
C 2.37532 -0.50766 2.98253
C 2.64070 0.95828 3.27304
C 1.60318 1.59553 4.21829
C 0.41759 2.20057 3.44486
C -0.79740 2.44890 4.36589
C -2.16351 2.10196 3.77185
F -2.98302 3.18487 3.93674
F -2.10100 1.86554 2.44588
C -2.94980 0.95769 4.49446
F -4.24260 1.09036 4.20037
F -2.83035 1.08880 5.80761
S -2.49033 -0.82301 4.00713
F -1.06231 -0.33108 3.48782
F -3.13840 -0.58439 2.57726
F -3.87494 -1.35777 4.55820
F -1.83202 -1.10889 5.42669
F -2.10775 -2.28601 3.55414
H 0.93263 -2.13520 4.27831
H 2.95210 -0.81961 2.10684
H 1.32492 -0.71821 2.75277
H 3.61438 1.00018 3.77378
H 2.75439 1.52496 2.34369
H 1.19988 0.78389 4.83732
H 2.08798 2.34032 4.85139
H 0.18638 1.50659 2.63755
H 0.74630 3.15534 3.02571
H -0.83244 3.50430 4.64041
H -0.65846 1.90373 5.30305
C -5.88738 3.24608 0.44368
Cl -5.81075 3.09587 -1.31612
Cl -4.37251 2.69739 1.15508
Cl -6.16357 4.93787 0.87549
Cl -7.21828 2.25891 1.05893
C 0.00243 -0.53076 -0.70632
Cl 1.12800 0.74891 -0.23029
Cl -0.56860 -0.22253 -2.34136
Cl 0.83751 -2.09061 -0.65453
Cl -1.35699 -0.56615 0.41260
C -1.53922 -3.06166 -5.56196
Cl -3.21339 -3.16485 -5.00484
Cl -0.46694 -2.90742 -4.17039
Cl -1.13409 -4.51711 -6.47875
Cl -1.34460 -1.64262 -6.59518
C 0.62583 -6.71765 -2.24750
Cl -0.95577 -7.33513 -1.77596
Cl 0.85385 -5.15498 -1.44845
Cl 1.89671 -7.83705 -1.75216
Cl 0.67543 -6.49597 -3.99599
C 5.14497 2.55175 -0.77164
Cl 4.36241 0.97137 -0.67141
Cl 5.73382 3.01613 0.82809
Cl 6.49610 2.47633 -1.90274
Cl 3.96777 3.74362 -1.33490
C -4.48622 -5.42342 -0.89146
Cl -4.59013 -7.15409 -1.24416
Cl -3.63931 -4.60730 -2.21070
Cl -6.11197 -4.75742 -0.72797
Cl -3.59301 -5.18364 0.61315
C 1.14088 1.92902 -6.84394
Cl 0.63657 1.04981 -8.29265
Cl 0.27351 3.46527 -6.75734
Cl 0.77737 0.96494 -5.41168
Cl 2.87643 2.23582 -6.90960
C 5.89458 4.60644 -7.81056
Cl 5.61629 4.54214 -6.06586
Cl 4.38721 5.01481 -8.63218
Cl 7.11636 5.82911 -8.16712
Cl 6.45587 3.02717 -8.37004
*
```

As for the energy above the lowest of the compared OMol25 structures with the same formula, charge and spin: 0.0 kcal per mole. As for the SMILES: O=COCCCCCC(F)(F)C(F)(F)S(F)(F)(F)(F)F.ClC(Cl)(Cl)Cl.ClC(Cl)(Cl)Cl.ClC(Cl)(Cl)Cl.ClC(Cl)(Cl)Cl.ClC(Cl)(Cl)Cl.ClC(Cl)(Cl)Cl.ClC(Cl)(Cl)Cl.ClC(Cl)(Cl)Cl. The frontier orbital gap is 0.390 hartree. The calculation puts the HOMO energy at -10.646 eV.

Below is C16H11F3InO6PSe2 as an isolated structure in a non-equilibrium geometry, with properties calculated with ωB97M-V/def2-TZVPD.

Geometry as ORCA input:
```
! RIJCOSX wB97M-V def2-TZVPD def2/J DEFGRID3
* xyz -2 1
In 0.00000 0.00000 0.00000
Se -0.92759 -1.08751 2.19399
P -0.57605 0.18319 3.75616
Se 0.30779 1.40665 2.13512
C -2.26788 0.63432 4.31490
C -3.18388 -0.35535 4.69808
C -4.46395 0.00556 5.13140
C -4.83201 1.35371 5.18285
C -3.91975 2.34241 4.80239
C -2.63936 1.98394 4.37071
C 0.57886 -0.77169 4.82069
C 1.86433 -1.09367 4.36269
C 2.74403 -1.80507 5.18480
C 2.34433 -2.19379 6.46691
C 1.06388 -1.87269 6.92730
C 0.18158 -1.16313 6.10616
H -2.90555 -1.40095 4.66457
H -5.17019 -0.75883 5.42853
H -5.82239 1.63248 5.51847
H -4.20414 3.38613 4.84337
H -1.93830 2.75636 4.08066
H 2.18508 -0.79384 3.37340
H 3.73585 -2.05235 4.82928
H 3.02692 -2.74168 7.10369
H 0.75567 -2.17117 7.92110
H -0.80536 -0.91500 6.47395
O -3.01158 2.29005 -1.03429
C -2.11456 1.43352 -0.70337
O -0.88512 1.69672 -0.43827
C -2.57558 -0.06452 -0.61921
O -3.80843 -0.29944 -0.88882
O -1.69739 -0.94292 -0.28991
F 2.84130 -1.52418 -3.02719
C 2.00147 -1.98065 -2.05597
F 2.32335 -1.32782 -0.90465
F 2.27961 -3.30076 -1.86279
C 0.50504 -1.77509 -2.46406
O 0.12405 -2.35556 -3.53354
O -0.20977 -1.04828 -1.70028
H 0.62235 0.70288 -1.54518
*
```

As for the energy above the lowest of the compared OMol25 structures with the same formula, charge and spin: 103.0 kcal per mole. The frontier orbital gap is 0.184 hartree. The calculation puts the HOMO energy at -0.904 eV.

Below is C16H12CeIN3O2S5Se as an isolated structure in a non-equilibrium geometry, with properties calculated with ωB97M-V/def2-TZVPD.

Geometry as ORCA input:
```
! RIJCOSX wB97M-V def2-TZVPD def2/J DEFGRID3
* xyz -1 2
Ce -0.53554 1.22780 -1.65213
C -2.99870 0.66544 2.73626
C -1.69572 -0.05430 2.69369
N -1.41446 -0.77362 3.77036
C -0.29565 -1.51809 3.78818
C 0.56449 -1.55411 2.72393
C 1.89636 -2.26944 2.84034
O 2.08641 -3.48995 2.01590
C 0.24200 -0.83134 1.53353
C 1.05293 -1.15487 0.34498
N 0.81924 -0.64106 -0.84082
C 1.65665 -0.82569 -2.02898
C 2.78254 -1.61979 -2.09251
C 3.58102 -1.61565 -3.20092
C 3.28011 -0.75975 -4.24557
C 2.17147 0.02102 -4.11028
C 1.30632 0.06622 -3.00592
I -1.05025 3.41974 -4.09665
C -0.81115 0.11002 1.58594
O -1.09262 1.02668 0.67573
H -3.78338 0.27198 2.03956
H -2.97038 1.71864 2.43648
H -3.42708 0.59082 3.73271
H -0.04143 -2.04112 4.66115
H 2.07296 -2.55122 3.87636
H 2.75917 -1.66285 2.53661
H 1.36838 -4.12264 2.18072
H 1.88051 -1.81940 0.44919
H 3.06375 -2.17192 -1.14241
H 4.47534 -2.17813 -3.27359
H 3.87179 -0.62018 -5.14809
H 2.02289 0.74100 -4.89618
S 0.35618 5.09420 0.53320
S -0.87014 3.33332 0.93136
S -3.57338 1.71504 -0.92844
S -3.19569 0.04196 -2.08829
Se -4.47980 3.33487 -2.06604
C -6.25975 2.73315 -1.84845
N -7.32410 2.30345 -1.76319
S 1.81743 2.41395 -0.00515
C 0.69129 3.44584 0.34745
*
```

As for the energy above the lowest of the compared OMol25 structures with the same formula, charge and spin: 21.1 kcal per mole. The expectation value of S² is 0.751. The frontier orbital gap (alpha / beta) is 0.238 / 0.242 hartree. The calculation puts the HOMO energy (alpha / beta) at -5.338 / -5.440 eV.

Below is C16H12Cl6N3O2S2Y as an isolated structure in a non-equilibrium geometry, with properties calculated with ωB97M-V/def2-TZVPD.

Geometry as ORCA input:
```
! RIJCOSX wB97M-V def2-TZVPD def2/J DEFGRID3
* xyz 0 1
Y 0.00173 0.37302 0.07438
Cl -3.94766 -5.91957 1.40569
C -2.73720 -4.70588 1.20072
C -2.99371 -3.58373 0.42551
Cl -4.51862 -3.37385 -0.35149
C -2.01081 -2.61892 0.27523
Cl -2.31223 -1.20101 -0.69628
C -0.74739 -2.69839 0.86437
O 0.13921 -1.76990 0.70532
C -0.50738 -3.85071 1.63245
Cl 1.06944 -4.01117 2.33446
C -1.48180 -4.83108 1.80172
Cl -1.13046 -6.21640 2.76013
O 2.13399 1.08547 1.09276
S 2.91341 0.39657 -0.01626
N 2.04618 -0.26872 -0.99437
Cl -2.45497 2.20435 0.38750
C -1.10840 3.28514 0.76346
C -1.18570 4.05672 1.91767
C -0.12706 4.87798 2.24052
C 0.98750 4.90612 1.39721
C 1.02963 4.13592 0.25231
C -0.03111 3.29452 -0.12498
C 0.01821 2.40741 -1.28851
H -2.06005 3.98889 2.55211
H -0.16225 5.48509 3.13725
H 1.82722 5.54800 1.63833
H 1.89858 4.17827 -0.39637
H 0.88399 2.61244 -1.91267
H -0.89054 2.46615 -1.89083
S -0.99740 0.51153 2.79946
C 0.14510 -0.35821 3.71167
N 1.46605 -0.28946 3.61517
C 2.16992 -1.11415 4.60577
C 0.99723 -1.86508 5.28995
N -0.17058 -1.16887 4.73534
H 1.91358 0.27286 2.89796
H 2.71982 -0.49151 5.30564
H 2.86704 -1.79321 4.12527
H 1.03271 -1.78375 6.37178
H 0.97530 -2.91236 5.01630
H -1.11525 -1.50139 4.83559
*
```

As for the energy above the lowest of the compared OMol25 structures with the same formula, charge and spin: 0.0 kcal per mole. The frontier orbital gap is 0.269 hartree. The calculation puts the HOMO energy at -7.528 eV.

Below is one molecule with the formula C16H12FNO4S2 in a non-equilibrium geometry, with properties calculated with ωB97M-V/def2-TZVPD.

Geometry as ORCA input:
```
! RIJCOSX wB97M-V def2-TZVPD def2/J DEFGRID3
* xyz 0 1
O 0.13320 -2.94355 -2.92580
O -5.27618 2.44046 -0.12457
O -4.60298 3.11855 2.08287
F 4.47766 3.24692 1.16585
O 1.85967 -2.88581 -1.49450
S 1.39229 -1.80677 1.46363
C 0.62477 -2.60747 -1.84378
C 0.06804 -1.35094 0.35030
C -0.18851 -1.76753 -0.95931
C 3.07004 1.73553 2.42523
C 3.87634 1.12472 0.24790
C 2.33418 0.55766 2.50746
C 3.18435 -0.10123 0.31566
C -1.19961 0.21548 1.93276
C -2.32312 0.99073 2.06708
C -3.10419 0.31250 -0.13366
C 3.80185 2.06032 1.29017
C 2.38970 -0.36843 1.43517
C -1.01868 -0.50113 0.75888
C -1.93360 -0.45633 -0.24196
C -3.32749 0.99277 1.06000
N -1.42199 -1.20630 -1.30684
C -6.04929 0.84015 1.82998
S -4.80589 1.99216 1.18410
H 2.21412 -3.27836 -2.30523
H 3.08691 2.35563 3.30164
H 4.39077 1.39698 -0.66506
H 1.73517 0.41760 3.41073
H 3.24305 -0.88672 -0.44827
H -0.43073 0.14535 2.68203
H -2.45406 1.57761 2.96218
H -3.83274 0.35123 -0.94062
H -1.90507 -1.43919 -2.17038
H -5.86462 0.53756 2.86131
H -7.00531 1.32277 1.79301
H -6.10588 -0.04337 1.17105
*
```

As for the energy above the lowest of the compared OMol25 structures with the same formula, charge and spin: 0.0 kcal per mole. As for the SMILES: CS(=O)(=O)c1ccc2c(Sc3ccc(F)cc3)c(C(=O)O)[nH]c2c1. The frontier orbital gap is 0.306 hartree. The calculation puts the HOMO energy at -8.936 eV.

Record-wise E_tot values, in hartree: -2311.31308 -5134.34122 -1708.77721 -16789.72375 -6701.63586 -6096.97847 -4527.64791 -1868.86646